Molecular formula: C11H25N4O5
Method: DFT, ωB97M-V/def2-TZVPD

The geometry in XYZ format:
```
45
Properties=species:S:1:pos:R:3:forces:R:3
O 5.45474 1.03540 -1.95158 0.7 1.2 -0.7
N 5.87843 1.97352 -2.53858 0.6 -2.1 1.9
O 4.97821 2.41385 -3.48736 -2.4 1.6 -1.1
C 4.03515 3.31201 -2.84813 0.8 1.0 1.6
N 2.84680 2.58617 -2.34939 0.2 0.3 0.2
C 1.64539 2.51110 -2.94742 -2.4 -0.8 -2.4
N 0.67080 3.60130 -2.94582 2.3 -2.3 -0.4
C -0.34895 3.20297 -1.92661 -1.9 0.5 0.9
C -0.84284 1.69697 -2.02985 0.0 -0.1 0.7
C 0.20616 0.69033 -2.64595 -1.9 -1.7 0.1
N 1.18694 1.31178 -3.60716 1.9 3.0 3.1
H 4.57564 3.71372 -1.93103 -0.8 -0.2 -1.2
H 3.74975 4.18522 -3.49163 0.3 -1.2 0.3
H 2.95868 2.06174 -1.47049 0.2 -0.4 -1.1
H 0.28584 3.62883 -3.89632 -0.4 -0.2 0.5
H -0.04175 3.46911 -0.86451 0.1 -0.4 -1.5
H -1.25993 3.85589 -2.12560 1.3 -0.7 0.3
H -1.03389 1.34428 -0.96324 0.2 0.3 -1.4
H -1.85017 1.66044 -2.53851 1.3 -0.1 0.2
H -0.33111 -0.13147 -3.22135 0.6 1.1 0.8
H 0.76348 0.15757 -1.81117 -0.4 0.8 -1.0
H 1.98384 0.68973 -3.80014 -0.4 0.2 0.2
C 0.85317 -4.02373 1.64636 -0.1 0.1 0.2
O 0.07722 -3.03323 2.29320 -0.1 0.1 -0.3
C 0.42209 -1.72230 1.87090 -0.3 -0.3 0.5
C -0.72560 -0.75936 2.14016 0.1 0.1 -0.3
O -1.75727 -0.82802 1.15569 0.2 -0.1 0.1
C -2.61068 -1.97283 1.23202 -0.3 0.2 -0.1
C -3.58802 -1.91336 2.39572 0.4 -0.4 0.2
O -2.94770 -2.31586 3.59888 0.1 0.3 0.0
C -3.68044 -1.92779 4.74584 0.1 -0.1 -0.1
H 1.91764 -3.88061 1.85756 0.1 0.0 -0.1
H 0.54388 -4.99761 2.02511 0.0 0.1 0.1
H 0.67572 -4.00150 0.56583 0.1 0.0 -0.1
H 0.66038 -1.71723 0.79900 0.0 0.0 0.0
H 1.30544 -1.41045 2.44035 0.1 0.2 -0.1
H -0.33111 0.25966 2.07099 0.0 0.0 -0.1
H -1.12945 -0.87930 3.14615 0.1 -0.2 0.0
H -2.03048 -2.89683 1.23382 0.0 0.0 0.3
H -3.18997 -1.96141 0.30496 0.0 0.1 0.0
H -4.41897 -2.60446 2.21070 -0.1 0.1 -0.2
H -3.97802 -0.89371 2.49655 0.0 0.0 -0.1
H -3.76403 -0.83702 4.79450 -0.1 0.0 0.0
H -3.13884 -2.27109 5.62690 0.0 -0.1 -0.1
H -4.67615 -2.38245 4.74061 -0.1 0.1 0.1
```
Forces are in eV/Å.

## Properties
- charge = +1
- largest force on an atom (eV/Å) = 4.7
- gap between HOMO and LUMO (eV) = 5.7

These are the natural (NBO) partial charges, in e, on atoms 1 to 8: -0.2343, 0.4086, -0.4081, 0.0468, -0.6960, 0.8365, -0.6221, -0.2491

***

Molecular formula: C34H31IN11PRuS
Method: DFT, ωB97M-V/def2-TZVPD

The geometry in XYZ format:
```
80
Properties=species:S:1:pos:R:3:forces:R:3
Ru -0.11350 -0.06772 -1.37442 0.0 0.0 0.5
I -2.69664 1.81517 1.15226 -0.1 -0.1 0.0
C -1.22553 2.66555 2.32994 0.0 -0.1 0.1
C -1.37949 4.03587 2.56769 0.0 0.0 0.0
C -0.70410 4.65328 3.60149 0.0 0.0 0.0
C 0.06894 3.87368 4.46168 0.0 0.0 0.0
C 0.25316 2.50638 4.23233 0.0 0.0 -0.1
C 0.96433 1.75388 5.18833 0.0 0.0 0.0
C 1.13719 0.39011 5.01296 0.0 0.0 0.0
C 0.73410 -0.18087 3.82416 0.0 0.0 0.1
C 0.08484 0.53507 2.78917 0.1 0.1 -0.1
P 0.17786 -0.44203 1.15744 -0.4 -0.1 -0.5
C -0.90826 -1.83354 1.66721 0.0 0.1 0.1
C -1.93512 -1.61244 2.59171 0.0 0.0 0.0
C -2.84688 -2.61199 2.90149 0.0 0.0 0.0
C -2.74396 -3.85904 2.30078 0.0 0.0 0.0
C -1.72041 -4.09822 1.39411 0.0 0.0 0.0
C -0.81449 -3.09643 1.07602 0.1 0.0 0.0
C 1.91488 -0.93986 1.42568 0.0 -0.1 0.0
C 2.33894 -2.24514 1.67906 0.0 0.0 0.1
C 3.68937 -2.51347 1.86561 -0.1 0.0 0.0
C 4.62004 -1.48373 1.82419 0.0 0.0 0.0
C 4.20198 -0.17878 1.59666 0.0 0.0 0.0
C 2.85883 0.09048 1.39025 0.0 0.0 0.0
C -0.30082 1.87046 3.06475 0.0 0.1 0.0
H -2.08373 4.59968 1.97040 0.0 0.0 0.0
H -0.83087 5.71127 3.78624 0.0 0.0 0.0
H 0.53226 4.32563 5.33015 0.0 0.0 0.0
H 1.33834 2.24921 6.07602 0.0 0.0 0.0
H 1.62600 -0.20822 5.76929 0.0 0.0 0.0
H 0.95671 -1.22820 3.66540 0.0 0.0 0.0
H -2.04500 -0.65403 3.08373 0.0 0.0 0.0
H -3.62748 -2.41830 3.62552 0.0 0.0 0.0
H -3.44468 -4.64406 2.55173 0.0 0.0 0.0
H -1.61832 -5.07299 0.93533 0.0 0.0 0.0
H -0.02835 -3.32049 0.37157 0.0 0.0 -0.1
H 1.62559 -3.05284 1.76199 0.0 0.0 0.0
H 4.01147 -3.52684 2.06636 0.0 0.0 0.0
H 5.66903 -1.69644 1.98095 0.0 0.0 0.0
H 4.92442 0.62614 1.57813 0.0 0.0 0.0
H 2.54340 1.11154 1.20530 0.0 0.0 0.0
N -4.12574 -1.54620 -1.57994 0.0 0.0 0.0
C -3.11506 -1.26434 -0.75573 0.0 0.0 0.0
N -2.12882 -0.74326 -1.47038 0.0 0.0 0.0
C -2.61124 -0.76546 -2.75071 0.0 0.0 0.0
N -3.82421 -1.24148 -2.85210 0.0 0.0 0.0
C -1.71751 -0.40865 -3.84530 0.0 0.0 0.0
C -2.06602 -0.51154 -5.18416 0.0 0.0 0.0
N -1.19065 -0.26671 -6.14953 0.0 0.0 0.0
C 0.03666 0.06852 -5.77751 0.0 0.0 0.0
C 0.40629 0.17127 -4.44049 0.0 0.0 0.0
N -0.47345 -0.05920 -3.46455 0.0 -0.1 -0.1
H -5.02071 -1.96195 -1.36207 0.0 0.0 0.0
H -3.11555 -1.46604 0.30408 0.0 0.0 0.0
H -3.06968 -0.80592 -5.46703 0.0 0.0 0.0
H 0.76163 0.25836 -6.55915 0.0 0.0 0.0
H 1.41701 0.42025 -4.15190 0.0 0.0 0.0
C -0.73507 4.96310 -2.71241 0.0 0.0 0.0
C 0.46214 4.09891 -2.59184 0.1 0.1 0.0
N 1.67025 4.40411 -2.93139 -0.1 0.0 0.0
N 2.41417 3.28969 -2.65787 0.1 0.0 0.0
C 1.69989 2.28867 -2.15185 0.1 0.0 -0.1
S 2.12667 0.72883 -1.66121 0.1 0.1 0.0
N 0.44487 2.79388 -2.11028 -0.1 -0.1 0.0
N -0.62092 2.06611 -1.54753 0.0 0.0 0.1
H -0.41816 5.94564 -3.05272 0.0 0.0 0.0
H -1.24550 5.07441 -1.75423 0.0 0.0 0.0
H -1.44012 4.55980 -3.44192 0.0 0.0 0.0
H 3.40581 3.29511 -2.84704 0.0 0.0 0.0
H -1.42734 2.16079 -2.16448 0.0 0.0 0.0
H -0.87433 2.49609 -0.66028 0.0 0.0 0.0
N 1.72374 -2.50084 -1.42805 0.0 -0.1 -0.1
C 1.89424 -3.76635 -1.84792 0.0 0.0 0.0
C 0.69971 -4.17325 -2.39553 0.0 0.0 0.0
C -0.14891 -3.07139 -2.26183 -0.1 -0.1 0.0
N 0.47533 -2.05754 -1.66561 0.2 0.1 0.1
H 2.39581 -1.91144 -0.96202 0.0 0.0 0.0
H 2.83874 -4.27171 -1.73268 0.0 0.0 0.0
H 0.47402 -5.12698 -2.83882 0.0 0.0 0.0
H -1.18202 -2.99105 -2.55467 0.0 0.0 0.0
```
Forces are in eV/Å.

## Properties
- charge = +3
- largest force on an atom (eV/Å) = 0.6
- 2S+1 = 2
- gap between HOMO and LUMO (alpha / beta) (eV) = 7.0 / 4.3
- expectation value of S² = 0.777

These are the Mulliken partial charges, in e, on atoms 1 to 8: -1.0277, 0.3145, -0.2045, -0.6388, -0.8884, -0.6300, 0.5226, -0.6761

***

Molecular formula: C2H3PS
Method: DFT, ωB97M-V/def2-TZVPD

The geometry in XYZ format:
```
7
Properties=species:S:1:pos:R:3:forces:R:3
C 1.37368 -0.52434 -0.28021 2.7 -1.3 1.3
C -0.04549 -0.85008 -0.40644 -3.0 2.7 4.4
P -1.35073 -0.52184 0.82340 3.1 -0.2 0.0
S 2.76070 -0.00172 0.97531 -4.8 -1.3 -3.5
H 1.79910 -1.09862 -1.13590 0.6 1.1 0.5
H -0.74306 -0.92430 -1.21258 1.3 -0.9 -1.8
H -2.44730 -1.16433 0.22262 0.0 0.0 -0.8
```
Forces are in eV/Å.

## Properties
- charge = 0
- largest force on an atom (eV/Å) = 6.0
- gap between HOMO and LUMO (alpha / beta) (eV) = 6.2 / 6.2
- SMILES = [H]/P=C/C=S

Which charges does natural (NBO) predict for the atoms? In e, they are: -0.1926, -0.6480, 0.5520, -0.0835, 0.1928, 0.2478, -0.0685